# 1
C5H9NO in the gas phase. Source: the Open Molecules 2025 dataset; level of theory: wB97M-V/def2-TZVPD.

Computed properties:
F_max in eV/A: 0.49
HOMO-LUMO gap in Eh: 0.3931
Multiplicity: 1
HOMO level in eV: -9.64
E_LUMO in eV: 1.0575
Relative energy (zero: lowest compared OMol25 entry of this formula, charge and spin) in eV: 1.952
Structure (SMILES): C[C@H]1N[C@H]1CC=O
E in hartree: -325.865819

CARTESIAN COORDINATES (ANGSTROEM)
C: 1.802 0.257 0.305
C: 0.910 0.059 -0.894
N: 0.428 -1.295 -1.171
C: -0.534 -0.256 -0.803
C: -1.255 -0.449 0.508
C: -1.594 0.838 1.215
O: -1.293 1.939 0.820
H: 1.513 -0.402 1.128
H: 2.843 0.028 0.051
H: 1.747 1.295 0.647
H: 1.187 0.665 -1.758
H: 0.406 -1.480 -2.169
H: -1.154 0.160 -1.598
H: -0.655 -1.064 1.191
H: -2.190 -1.009 0.364
H: -2.159 0.713 2.165

---

# 2
A molecular structure, C39H78F10FeN5O33S10 in a non-equilibrium geometry. Source: the Open Molecules 2025 dataset; level of theory: wB97M-V/def2-TZVPD.

Computed properties:
F_max in eV/A: 6.41
HOMO-LUMO gap (spin up / spin down) in Eh: 0.2549 / 0.1551
⟨S²⟩: 8.759
Multiplicity: 6
HOMO level (spin up / spin down) in eV: -4.67 / -4.67
E_LUMO (spin up / spin down) in eV: 2.2695 / -0.4472
Net charge: -2
E in hartree: -10533.654099

CARTESIAN COORDINATES (ANGSTROEM)
Fe: -2.025 5.869 27.947
N: -1.179 3.953 28.061
S: 0.317 3.457 27.545
O: 0.281 2.416 26.604
O: 1.386 3.684 28.404
F: 0.471 4.858 26.537
S: -1.802 2.453 28.692
O: -0.898 1.805 29.577
O: -2.650 1.720 27.855
F: -2.999 3.264 29.693
N: 1.141 14.271 29.490
S: 2.069 15.556 29.828
O: 2.539 16.396 28.774
O: 2.953 15.430 30.971
F: 0.756 16.617 30.423
S: 2.067 13.014 29.064
O: 2.746 12.293 30.079
O: 2.870 13.251 27.865
F: 0.838 11.862 28.434
N: -2.013 12.278 29.852
S: -1.382 10.985 30.691
O: -0.913 9.896 29.850
O: -1.973 10.681 31.977
F: 0.148 11.700 31.084
S: -3.505 11.890 29.298
O: -4.521 11.757 30.284
O: -3.532 11.024 28.103
F: -3.867 13.421 28.625
N: -1.941 6.681 26.054
S: -1.855 6.170 24.458
O: -0.635 6.391 23.761
O: -3.064 5.992 23.723
F: -1.654 4.442 24.948
S: -2.203 8.431 25.833
O: -3.473 8.736 25.363
O: -1.085 9.083 25.316
F: -2.261 8.717 27.602
N: -3.031 6.549 29.433
S: -4.383 7.472 29.648
O: -4.157 8.834 29.890
O: -5.525 6.858 30.184
F: -4.779 7.355 27.853
S: -2.435 6.422 31.213
O: -3.258 5.633 32.005
O: -1.896 7.598 31.737
F: -1.028 5.376 30.829
C: -4.790 4.404 21.425
C: -5.413 3.105 20.889
O: -5.294 2.779 19.726
C: -6.198 2.172 21.879
H: -3.863 4.226 21.989
H: -5.476 4.907 22.121
H: -4.578 5.098 20.617
H: -7.090 2.617 22.293
H: -5.565 1.921 22.735
H: -6.447 1.230 21.388
C: 0.535 5.219 20.692
C: -0.710 4.431 20.979
O: -0.986 4.123 22.123
C: -1.511 4.081 19.777
H: 0.257 6.113 20.130
H: 1.207 4.650 20.039
H: 1.011 5.516 21.620
H: -1.754 4.964 19.190
H: -2.422 3.538 19.994
H: -0.937 3.474 19.061
C: 1.787 3.633 23.885
C: 2.795 2.552 24.053
O: 3.910 2.752 24.477
C: 2.270 1.163 23.805
H: 0.831 3.430 24.389
H: 1.449 3.662 22.858
H: 2.076 4.635 24.162
H: 3.071 0.443 23.981
H: 1.833 0.960 22.828
H: 1.435 1.002 24.493
C: 1.285 7.756 29.974
C: 0.719 7.283 28.610
O: -0.376 6.643 28.529
C: 1.540 7.766 27.403
H: 0.922 8.801 30.040
H: 2.375 7.838 29.945
H: 0.932 7.182 30.830
H: 2.409 7.101 27.342
H: 1.864 8.773 27.676
H: 1.072 7.750 26.419
C: -0.147 11.918 21.679
C: -1.002 12.324 20.547
O: -0.524 13.022 19.663
C: -2.421 11.830 20.488
H: -0.701 11.348 22.424
H: 0.289 12.805 22.153
H: 0.720 11.348 21.327
H: -2.882 12.228 19.589
H: -2.958 12.182 21.378
H: -2.428 10.734 20.511
C: -6.022 4.127 27.658
C: -4.756 4.200 26.826
O: -3.771 4.814 27.259
C: -4.740 3.455 25.452
H: -5.779 4.040 28.727
H: -6.673 3.333 27.299
H: -6.507 5.103 27.579
H: -4.717 2.374 25.667
H: -3.907 3.707 24.805
H: -5.702 3.637 24.942
C: -9.583 5.872 21.400
C: -8.441 6.581 20.733
O: -7.319 6.465 21.192
C: -8.660 7.534 19.576
H: -10.125 5.208 20.717
H: -10.330 6.541 21.830
H: -9.150 5.267 22.210
H: -8.028 7.327 18.715
H: -8.380 8.521 19.966
H: -9.710 7.524 19.285
C: -1.059 12.274 25.952
C: -1.445 13.616 26.426
O: -1.270 14.055 27.531
C: -2.194 14.458 25.373
H: -0.842 12.313 24.884
H: -1.901 11.587 26.148
H: -0.199 11.920 26.517
H: -2.971 13.812 24.961
H: -1.531 14.790 24.564
H: -2.618 15.304 25.896
C: -2.700 7.473 20.875
C: -3.279 8.494 21.823
O: -2.554 9.257 22.466
C: -4.742 8.616 21.880
H: -1.648 7.717 20.688
H: -3.250 7.426 19.922
H: -2.663 6.440 21.209
H: -5.110 9.144 20.990
H: -5.133 9.160 22.733
H: -5.211 7.631 21.842
C: 1.535 8.509 22.644
C: 2.486 8.920 23.788
O: 3.371 8.172 24.195
C: 2.279 10.315 24.385
H: 0.550 8.900 22.920
H: 1.560 7.427 22.529
H: 1.860 9.028 21.736
H: 3.132 10.547 25.026
H: 1.382 10.330 24.999
H: 2.188 11.060 23.596
C: -4.881 11.752 24.531
C: -6.184 12.371 24.122
O: -6.847 13.040 24.869
C: -6.615 12.132 22.679
H: -4.864 10.695 24.249
H: -4.684 11.884 25.609
H: -4.061 12.197 23.938
H: -7.412 12.836 22.424
H: -7.047 11.133 22.576
H: -5.783 12.166 21.981
C: -6.642 7.174 24.712
C: -7.328 8.499 24.959
O: -8.289 8.892 24.313
C: -6.767 9.268 26.124
H: -6.706 6.655 25.679
H: -5.583 7.325 24.525
H: -7.204 6.682 23.917
H: -5.670 9.251 26.112
H: -7.079 8.756 27.054
H: -7.105 10.311 26.105
C: -1.315 1.000 24.031
C: -1.372 0.279 22.718
O: -0.794 -0.791 22.554
C: -2.047 1.048 21.552
H: -2.322 1.202 24.423
H: -0.867 1.987 23.850
H: -0.744 0.477 24.797
H: -2.470 0.392 20.795
H: -1.262 1.624 21.073
H: -2.775 1.774 21.924

---

# 3
A molecular structure, CH4N2 in a non-equilibrium geometry. Source: the Open Molecules 2025 dataset; level of theory: wB97M-V/def2-TZVPD.

Computed properties:
F_max in eV/A: 3.90
HOMO-LUMO gap in Eh: 0.3455
Multiplicity: 1
HOMO level in eV: -9.33
E_LUMO in eV: 0.0682
Relative energy (zero: lowest compared OMol25 entry of this formula, charge and spin) in eV: 5.001
E in hartree: -149.859355

CARTESIAN COORDINATES (ANGSTROEM)
C: -0.585 -0.012 -0.006
N: 0.334 1.036 0.086
N: 0.569 -0.792 0.172
H: 1.220 1.133 0.580
H: 0.862 -1.232 -0.704
H: -1.123 -0.011 -0.969
H: -1.277 -0.123 0.843

---

# 4
A molecular structure, C37H42BCl5N8O6SV in a non-equilibrium geometry. Source: the Open Molecules 2025 dataset; level of theory: wB97M-V/def2-TZVPD.

Computed properties:
F_max in eV/A: 4.63
HOMO-LUMO gap (spin up / spin down) in Eh: 0.1522 / 0.2110
⟨S²⟩: 4.218
Multiplicity: 4
HOMO level (spin up / spin down) in eV: -5.05 / -6.58
E_LUMO (spin up / spin down) in eV: -0.9111 / -0.8416
Relative energy (zero: lowest compared OMol25 entry of this formula, charge and spin) in eV: 2.533
E in hartree: -5992.396913

CARTESIAN COORDINATES (ANGSTROEM)
V: 0.410 -1.119 0.735
Cl: 1.046 0.907 1.747
C: 0.198 -0.344 2.605
C: -1.012 -0.095 3.271
C: -1.456 -0.951 4.321
Cl: -2.929 -0.571 5.089
C: -0.723 -2.122 4.535
Cl: -1.345 -3.281 5.678
C: 0.452 -2.432 3.836
Cl: 1.342 -3.868 4.018
C: 0.955 -1.476 2.951
Cl: 2.702 -1.614 2.443
C: -3.050 -4.970 -0.633
C: -3.349 -4.109 0.566
N: -2.413 -2.988 0.739
C: -2.043 -2.314 -0.331
N: -1.398 -1.130 -0.156
C: -1.804 -0.021 -1.078
C: -1.766 -0.474 -2.546
C: -2.740 -1.707 -2.614
N: -2.499 -2.683 -1.552
C: -3.117 -4.074 -1.793
H: -3.753 -5.792 -0.672
H: -2.038 -5.378 -0.511
H: -3.230 -4.795 1.456
H: -4.398 -3.774 0.558
H: -2.006 -2.743 1.654
H: -1.183 0.824 -0.819
H: -2.864 0.215 -0.914
H: -0.727 -0.803 -2.818
H: -2.171 0.215 -3.282
H: -2.463 -2.179 -3.612
H: -3.789 -1.398 -2.660
H: -2.686 -4.418 -2.772
H: -4.146 -3.832 -2.012
C: 5.168 -8.039 -5.592
C: 4.294 -7.469 -4.494
S: 5.107 -5.855 -4.149
O: 6.345 -6.305 -3.420
O: 5.247 -5.033 -5.359
C: 4.186 -5.027 -2.865
C: 2.817 -4.530 -3.305
N: 2.327 -3.393 -2.409
C: 1.673 -3.428 -1.229
N: 1.480 -2.199 -0.762
C: 2.145 -1.291 -1.597
C: 2.564 -1.999 -2.671
N: 2.822 -1.390 -3.879
O: 2.714 -0.135 -3.889
O: 3.022 -2.056 -4.930
C: 1.073 -4.611 -0.583
H: 4.684 -8.868 -6.083
H: 6.177 -8.369 -5.184
H: 5.353 -7.312 -6.381
H: 4.373 -8.074 -3.569
H: 3.247 -7.371 -4.847
H: 4.854 -4.219 -2.478
H: 4.109 -5.809 -2.014
H: 2.054 -5.360 -3.206
H: 2.863 -4.136 -4.326
H: 2.223 -0.241 -1.354
H: 0.204 -4.299 0.008
H: 1.751 -5.251 -0.010
H: 0.717 -5.298 -1.395
C: -1.268 6.773 6.550
C: -2.086 7.053 5.239
C: -1.392 8.308 4.558
C: -3.520 7.385 5.663
C: -2.029 5.781 4.357
C: -2.021 5.877 2.928
C: -2.131 4.695 2.183
C: -2.096 3.432 2.812
O: -2.003 2.136 2.278
B: -1.606 1.273 3.311
O: -1.677 2.084 4.500
C: -2.040 3.354 4.198
C: -2.117 4.533 4.963
H: -0.899 7.750 6.969
H: -0.440 6.094 6.457
H: -1.882 6.296 7.373
H: -1.326 9.153 5.239
H: -1.836 8.664 3.662
H: -0.443 7.938 4.218
H: -3.568 8.238 6.347
H: -3.868 6.451 6.148
H: -4.175 7.623 4.789
H: -1.820 6.853 2.512
H: -2.173 4.715 1.111
H: -2.032 4.453 6.065
N: -0.293 5.409 -6.298
C: 0.261 5.570 -5.314
C: 0.804 5.597 -3.999
C: 1.423 4.489 -3.415
C: 2.159 4.606 -2.260
C: 2.010 5.789 -1.555
N: 1.291 6.827 -2.014
C: 0.653 6.722 -3.183
H: 1.457 3.518 -3.949
H: 2.748 3.725 -1.909
H: 2.372 5.961 -0.590
H: -0.033 7.532 -3.402

---

# 5
C3H3NO4 in the gas phase in a non-equilibrium geometry. Source: the Open Molecules 2025 dataset; level of theory: wB97M-V/def2-TZVPD.

Computed properties:
F_max in eV/A: 6.26
HOMO-LUMO gap in Eh: 0.3796
Multiplicity: 1
HOMO level in eV: -10.20
E_LUMO in eV: 0.1239
Relative energy (zero: lowest compared OMol25 entry of this formula, charge and spin) in eV: 4.268
Structure (SMILES): O=CN1OCOC1=O
E in hartree: -471.716321

CARTESIAN COORDINATES (ANGSTROEM)
C: 0.345 -0.644 -1.866
C: 0.133 1.165 1.183
C: -0.621 -0.871 0.598
H: 0.762 0.170 -2.547
H: 0.112 2.157 1.804
H: 1.075 0.552 1.640
N: 0.046 -0.164 -0.492
O: -0.075 -1.831 -2.103
O: 0.222 1.207 -0.197
O: -0.948 0.259 1.340
O: -1.049 -1.999 0.640

---

# 6
3 unconnected molecules or ions with the total composition C4H17N2O2 in a non-equilibrium geometry. Source: the Open Molecules 2025 dataset; level of theory: wB97M-V/def2-TZVPD.

Computed properties:
F_max in eV/A: 2.04
HOMO-LUMO gap in Eh: 0.3605
Multiplicity: 1
HOMO level in eV: -12.75
E_LUMO in eV: -2.9435
Net charge: +1
Relative energy (zero: lowest compared OMol25 entry of this formula, charge and spin) in eV: 1.811
E in hartree: -422.326145

CARTESIAN COORDINATES (ANGSTROEM)
N: -0.893 0.931 0.991
C: -0.417 -0.513 1.021
C: -0.353 -1.056 2.455
C: 0.978 -0.550 0.306
N: 0.800 -0.817 -1.118
C: 1.411 0.040 -2.084
H: -0.737 1.175 0.011
H: -1.864 1.165 1.225
H: -0.352 1.554 1.612
H: -1.201 -1.102 0.541
H: 0.651 -1.145 2.857
H: -0.700 -2.098 2.422
H: -0.970 -0.588 3.227
H: 1.459 0.425 0.504
H: 1.549 -1.324 0.830
H: 1.166 -1.757 -1.160
H: 1.949 0.927 -1.713
H: 2.190 -0.497 -2.649
H: 0.720 0.500 -2.795
H: -2.792 -1.403 -4.012
H: -3.710 -2.010 -2.878
O: -2.943 -1.471 -3.071
H: 1.305 3.964 1.333
H: 1.690 2.618 0.761
O: 1.063 3.031 1.386